No. 1
This record from OMol25 describes 5 unconnected molecules or ions with the total composition C34H44BF12N2O9S3. The level of theory is the ωB97M-V functional and the def2-TZVPD basis.

```
! RIJCOSX wB97M-V def2-TZVPD def2/J DEFGRID3
* xyz 1 1
C -3.63497 5.14282 4.01247
N -2.70255 3.97527 3.98449
C -1.37235 4.31180 3.38858
B -3.31532 2.81742 3.30555
O -3.46541 2.72530 1.93358
S -3.85620 1.40207 4.43468
C -2.68436 -0.02516 4.35203
C -1.16378 0.39119 4.41098
C -0.26067 -0.34245 3.33197
S -0.05916 0.69333 1.80932
C 1.58922 0.40250 1.10302
S 2.45700 -0.89761 1.64644
N 2.22520 1.23976 0.10746
C 2.80638 2.45510 0.65793
C 2.41459 3.12171 1.89280
C 3.14137 4.33024 2.31790
C 4.25240 4.89789 1.55443
C 4.65597 4.22109 0.32194
C 3.93110 3.03791 -0.10160
C 1.38855 1.47967 -1.06336
C 1.91424 0.96122 -2.34145
C 1.24519 1.13182 -3.61777
C -0.03590 1.84277 -3.64441
C -0.55914 2.35101 -2.38854
C 0.12332 2.20508 -1.09258
H -3.18859 5.92244 4.68137
H -3.77259 5.50801 2.95534
H -4.63486 4.78986 4.39855
H -0.58196 3.99206 4.12423
H -1.30584 5.41915 3.24814
H -1.15882 3.75013 2.43536
H -3.12611 3.52777 1.49257
H -5.03805 0.93063 3.89896
H -2.93252 -0.69168 5.22604
H -2.92582 -0.63890 3.44202
H -0.77640 0.03530 5.40856
H -0.97491 1.49519 4.38967
H 0.73168 -0.51448 3.83537
H -0.67986 -1.35722 3.11584
H 1.59727 2.71561 2.52448
H 2.87846 4.88361 3.25604
H 4.79678 5.82277 1.84928
H 5.48047 4.57343 -0.34706
H 4.24556 2.52431 -1.04527
H 2.89921 0.43132 -2.34857
H 1.67666 0.75584 -4.57988
H -0.56006 1.96545 -4.62365
H -1.53860 2.87716 -2.40559
H -0.30902 2.62392 -0.14966
C -4.21767 3.18051 7.47598
C -3.30493 2.11767 8.05436
O -3.21849 2.23598 9.47788
C -4.24336 1.71284 10.16935
O -5.19156 1.17573 9.67433
C -4.00403 1.86439 11.67247
F -3.58711 3.10042 11.99710
F -3.06231 1.00772 12.10738
F -5.10818 1.62707 12.38705
H -3.89329 4.17491 7.78845
H -4.21720 3.13314 6.38576
H -5.24314 3.05508 7.82740
H -2.29266 2.25367 7.66863
H -3.62634 1.11152 7.77130
C -0.45482 -1.88477 -0.70450
C -0.73313 -1.82782 -2.19113
O -1.08729 -3.12667 -2.69721
C -2.35092 -3.51310 -2.49653
O -3.18539 -2.86224 -1.93413
C -2.58585 -4.88544 -3.12825
F -1.60373 -5.75774 -2.83844
F -2.64423 -4.80335 -4.47160
F -3.72837 -5.44988 -2.72164
H 0.30700 -2.63649 -0.48601
H -0.11099 -0.91739 -0.34190
H -1.34942 -2.16595 -0.14437
H 0.17018 -1.52298 -2.72008
H -1.50823 -1.09699 -2.43054
C -0.50097 -6.12033 -6.79874
C -0.43963 -4.60632 -6.81006
O 0.65827 -4.14397 -7.61640
C 0.45191 -4.12973 -8.93920
O -0.56125 -4.47202 -9.47584
C 1.68136 -3.57361 -9.65974
F 2.82796 -4.11194 -9.20132
F 1.78647 -2.24032 -9.49746
F 1.64654 -3.80334 -10.97631
H 0.45528 -6.53924 -6.47832
H -1.28369 -6.46789 -6.12421
H -0.70366 -6.51426 -7.79570
H -0.25929 -4.23921 -5.79891
H -1.37963 -4.16684 -7.14953
C 5.89739 -3.60680 -6.32985
C 4.56088 -3.59392 -5.61665
O 4.72903 -3.31933 -4.21277
C 4.89955 -2.03658 -3.88294
O 4.92361 -1.12618 -4.66257
C 5.01559 -1.88910 -2.36457
F 5.84884 -2.79192 -1.82209
F 3.82077 -2.05198 -1.76306
F 5.47093 -0.68208 -1.99937
H 6.58026 -4.31037 -5.84945
H 5.77183 -3.89240 -7.37469
H 6.37319 -2.62562 -6.29453
H 4.09769 -4.57842 -5.68694
H 3.86944 -2.87952 -6.06794
*
```

DFT total energy ... -4526.187474 a.u.



No. 2
This record from OMol25 describes 7 unconnected molecules or ions with the total composition C33H81N7O3. The level of theory is the ωB97M-V functional and the def2-TZVPD basis.

```
! RIJCOSX wB97M-V def2-TZVPD def2/J DEFGRID3
* xyz -1 2
C 2.08870 3.88166 -3.75800
C 2.21958 4.08210 -2.27833
N 1.27761 5.19491 -1.97912
C 0.50569 5.14930 -0.76907
C -0.00491 3.82890 -0.31770
C 1.78035 6.52304 -2.37896
C 1.13150 7.72646 -1.76762
H 2.19585 4.75713 -4.39846
H 1.06333 3.55600 -3.93312
H 2.73283 3.12387 -4.20402
H 1.95900 3.16186 -1.75552
H 3.26012 4.36157 -2.11315
H 1.06872 5.60043 0.04799
H -0.37921 5.76382 -0.93462
H -0.45332 3.96833 0.66597
H -0.76995 3.58731 -1.05557
H 0.75170 3.05538 -0.18614
H 1.65061 6.56822 -3.46027
H 2.86535 6.48488 -2.28202
H 1.32818 7.84996 -0.70265
H 0.05897 7.68882 -1.95834
H 1.55966 8.62746 -2.20691
C 3.32652 3.42696 1.39986
C 4.43699 2.43932 1.66140
N 4.45879 1.35594 0.63958
C 5.68262 0.56352 0.87198
C 5.93504 -0.39528 -0.35409
C 3.24727 0.58934 0.55893
C 3.13034 -0.41542 1.75413
H 3.26664 4.15052 2.21286
H 2.33775 2.96896 1.37377
H 3.48675 3.89131 0.42682
H 5.38119 2.98021 1.59797
H 4.47032 2.00557 2.66082
H 6.52675 1.24148 0.99809
H 5.68799 -0.04235 1.77806
H 5.15159 -1.13999 -0.49450
H 6.25962 0.14899 -1.24095
H 6.83766 -0.96399 -0.13057
H 3.31359 0.04686 -0.38415
H 2.29443 1.11837 0.54050
H 3.67302 -1.35331 1.63595
H 2.08767 -0.73316 1.75636
H 3.36353 0.04608 2.71369
C 1.55251 2.80861 5.18275
C 0.77458 1.70789 5.88860
N 1.00473 0.45474 5.17229
C 0.00718 -0.59359 5.34592
C -0.08605 -1.57541 4.18270
C 2.43193 -0.10042 5.36304
C 2.65518 -0.58303 6.76698
H 1.22107 3.72522 5.67065
H 1.36138 2.91246 4.11468
H 2.63778 2.83243 5.28149
H 1.07237 1.52827 6.92164
H -0.29482 1.91813 5.90544
H 0.11836 -1.15176 6.27554
H -0.97981 -0.13830 5.42749
H -0.48785 -1.03570 3.32516
H 0.87550 -1.94172 3.82308
H -0.70952 -2.43649 4.42342
H 3.15114 0.65395 5.04404
H 2.73187 -1.00214 4.82914
H 3.71923 -0.53703 6.99885
H 2.51732 -1.66191 6.83863
H 2.03730 -0.11550 7.53362
C 0.36775 -1.81858 0.45450
C 0.64839 -2.26971 -1.00328
N -0.30758 -1.61518 -1.87953
C -0.40294 -2.36369 -3.08920
C 0.89831 -2.77780 -3.82009
C -0.23779 -0.17712 -2.04148
C -1.64202 0.45435 -2.49871
H -0.70810 -1.99360 0.44988
H 0.46870 -0.73669 0.54058
H 0.80257 -2.42718 1.24737
H 1.68499 -1.99127 -1.19310
H 0.62790 -3.35799 -1.06098
H -1.00933 -1.85743 -3.84026
H -1.03074 -3.23384 -2.89736
H 1.40104 -3.40770 -3.08621
H 1.47317 -1.88755 -4.07521
H 0.70416 -3.39467 -4.69751
H 0.22760 0.40653 -1.24721
H 0.36318 -0.02142 -2.93741
H -1.76103 1.53410 -2.40882
H -1.94756 0.07388 -3.47339
H -2.40130 0.04170 -1.83440
C -2.43156 -8.10456 -1.85705
C -1.68251 -7.27393 -2.84202
O -0.59653 -7.64910 -3.25960
N -2.29507 -6.19538 -3.29611
C -1.98684 -5.51659 -4.52401
H -2.00674 -9.10080 -1.73398
H -3.43791 -8.23482 -2.25503
H -2.60279 -7.50286 -0.96445
H -3.09600 -5.84766 -2.78846
H -2.09287 -6.21038 -5.35798
H -1.01551 -5.06885 -4.73413
H -2.73218 -4.75592 -4.75630
C -3.74651 -5.23163 0.46009
C -4.28032 -3.96112 1.03595
O -5.43053 -3.86255 1.47674
N -3.43027 -2.92679 1.05142
C -3.87427 -1.54270 1.43083
H -4.52575 -5.96400 0.24911
H -3.06650 -5.65993 1.19647
H -2.99154 -5.08658 -0.31262
H -2.53460 -2.98988 0.58894
H -4.86144 -1.53562 1.89291
H -4.09275 -1.06656 0.47498
H -3.08670 -1.05943 2.00902
C -5.06090 0.28985 -3.69493
C -5.64765 1.28316 -2.61197
O -4.98751 2.22028 -2.11344
N -6.89809 1.00711 -2.24200
C -7.68501 1.78937 -1.22324
H -4.60968 -0.65741 -3.39962
H -4.28648 0.88650 -4.17699
H -5.79523 -0.00775 -4.44346
H -7.41440 0.23221 -2.63322
H -7.66254 1.19664 -0.30877
H -8.70067 2.08213 -1.48943
H -7.13134 2.70643 -1.02183
*
```

DFT total energy ... -1914.798756 a.u.



No. 3
This record from OMol25 describes 2 unconnected molecules or ions with the total composition C9H14. The level of theory is the ωB97M-V functional and the def2-TZVPD basis.

```
! RIJCOSX wB97M-V def2-TZVPD def2/J DEFGRID3
* xyz -1 2
C -0.94947 2.09967 0.77728
C 0.47883 0.81162 -0.84387
C -0.84562 1.27348 -0.48034
C 0.72009 0.04701 -1.95120
C -0.34531 -0.45908 -2.69010
C -1.93088 0.62161 -1.17483
C -1.69265 -0.17578 -2.27370
H 1.21519 1.18604 -0.13223
H 1.74551 -0.23230 -2.17264
H -0.10401 2.77588 0.91187
H -0.99862 1.45674 1.68576
H -0.19711 -0.93265 -3.65914
H -2.95612 0.58753 -0.80299
H -2.51824 -0.63316 -2.80086
H -1.82668 2.74385 0.68603
C 0.56817 -1.58691 1.60979
C 1.95826 -1.20654 2.14646
H 0.22982 -2.53168 2.03320
H -0.03482 -0.69494 1.79399
H 0.51173 -1.69335 0.52948
H 2.24011 -0.19980 1.87466
H 2.73665 -1.85388 1.71639
H 1.99516 -1.40336 3.21698
*
```

ΔE to the lowest compared entry with this formula, charge and spin ... 10.66 kcal/mol
DFT total energy ... -351.262331 a.u.



No. 4
This record from OMol25 describes a single C17H25N3O6S molecule. The level of theory is the ωB97M-V functional and the def2-TZVPD basis.

```
! RIJCOSX wB97M-V def2-TZVPD def2/J DEFGRID3
* xyz 0 1
C -2.32489 5.62194 3.70669
O -2.89292 4.35158 3.47770
C -2.12867 3.38132 2.92736
C -2.76598 2.15193 2.71955
C -2.08346 1.10353 2.14193
C -0.75968 1.27183 1.77179
S 0.08498 -0.03434 0.89670
O -0.60325 -1.27215 1.10576
O 1.49190 0.03403 1.15007
N -0.10570 0.33174 -0.73027
C -1.46833 0.47447 -1.19964
C -1.62980 1.99839 -1.39896
O -0.33778 2.55261 -1.18739
C 0.59238 1.49342 -1.20714
C 1.14690 1.21311 -2.62902
N 1.84656 -0.03952 -2.63412
C 1.18767 -1.20727 -2.73808
O 0.05898 -1.35497 -3.17519
C 2.04398 -2.38392 -2.26642
O 3.22092 -2.24049 -1.98396
N 1.34130 -3.51607 -2.20825
C 1.84002 -4.75303 -1.66675
C 1.23435 -5.09501 -0.29540
C 1.59047 -4.03395 0.74241
C -0.28051 -5.26757 -0.38606
C -0.11040 2.46848 1.99378
C -0.78809 3.52757 2.57194
H -1.49494 5.56772 4.41726
H -1.98073 6.08018 2.77477
H -3.12403 6.22644 4.13214
H -3.79678 2.05326 3.01991
H -2.55265 0.14464 1.98843
H -2.14783 0.05651 -0.46004
H -1.57248 -0.07577 -2.13877
H -2.30446 2.44984 -0.66616
H -1.98010 2.23834 -2.40813
H 1.42048 1.72436 -0.53037
H 1.80713 2.02577 -2.93376
H 0.31358 1.13054 -3.33033
H 2.74111 -0.10841 -2.16025
H 0.36211 -3.44528 -2.45268
H 1.62672 -5.56015 -2.37610
H 2.92258 -4.63707 -1.57365
H 1.67962 -6.05026 0.00683
H 1.07521 -3.09737 0.54005
H 2.66045 -3.84196 0.74592
H 1.29525 -4.36632 1.73459
H -0.66734 -5.65398 0.55351
H -0.54807 -5.96370 -1.17927
H -0.76226 -4.31058 -0.57267
H 0.92886 2.56227 1.72431
H -0.26690 4.45633 2.73725
*
```

ΔE to the lowest compared entry with this formula, charge and spin ... 0.00 kcal/mol
SMILES string ... COc1ccc(S(=O)(=O)N2CCO[C@@H]2CNC(=O)C(=O)NCC(C)C)cc1
DFT total energy ... -1676.712451 a.u.



Let's list F_max in order: 3.4; 2.9; 1.8; 1.1 eV Å⁻¹.